Computed, not measured: a cluster of 2 separate species, C4H12N2O2 in total at a distorted geometry, with ωB97M-V/def2-TZVPD.

Calculated values
SMILES	CCNCC(N)=O.O
ΔE to the lowest compared entry with this formula, charge and spin	142.9	kJ/mol
net charge	0

CARTESIAN COORDINATES (ANGSTROEM)
C 1.79763 2.12690 -0.48266
C 0.42156 2.09687 0.18370
N 0.02271 0.76699 0.64563
C -0.63409 -0.13507 -0.23775
C -2.02753 -0.61968 0.26239
N -2.42850 -0.06974 1.44339
O -2.63823 -1.45891 -0.35507
H 1.87592 2.73467 -1.36981
H 2.56534 2.49822 0.19973
H 2.14852 1.14266 -0.80196
H 0.51687 2.73043 1.07016
H -0.39500 2.49321 -0.41443
H 0.74276 0.38384 1.23701
H -0.85097 0.21411 -1.25394
H -0.11121 -1.05347 -0.53776
H -1.70169 0.46816 1.89800
H -2.95127 -0.67588 2.05371
O 4.03573 -2.59222 -1.17280
H 4.25758 -2.02025 -1.91156
H 3.30072 -2.21479 -0.68532

Computed, not measured: the ion C2H3O2S2 with charge -1 at a distorted geometry, with ωB97M-V/def2-TZVPD.

Calculated values
SMILES	C=CS(=O)(=O)[S-]
ΔE to the lowest compared entry with this formula, charge and spin	147.4	kJ/mol
net charge	-1

CARTESIAN COORDINATES (ANGSTROEM)
C -0.06049 -1.23699 0.92435
C 0.52547 -0.05347 0.55980
S -0.30716 0.94192 -0.79016
O -1.76494 0.85368 -0.74710
O 0.11481 2.32266 -0.65186
S 0.59630 0.16751 -2.47500
H 0.51062 -1.95931 1.56088
H -1.11134 -1.39886 0.69634
H 1.49673 0.36286 0.92275

Computed, not measured: a structure of composition C37H35BeClN2S2Si2 at a distorted geometry, with ωB97M-V/def2-TZVPD.

Calculated values
E_tot	-92268.929	eV
net charge	0

CARTESIAN COORDINATES (ANGSTROEM)
C -1.82646 -0.39744 5.33573
C -2.52846 0.06686 4.19513
C -2.42066 -0.91524 3.18553
H -3.04916 1.00666 4.11253
C -1.65186 -1.98654 3.69513
C -1.28736 -1.66524 5.02393
H -0.69586 -2.27834 5.68363
H -1.72496 0.12316 6.27363
H -2.84076 -0.86934 2.19603
H -1.37756 -2.87174 3.14773
Be -0.32736 -0.13634 3.63603
Si 0.14194 -0.02974 1.16633
C -0.65656 1.43586 0.25573
C -0.01106 2.10196 -0.78907
H 0.95824 1.75046 -1.12247
C -0.58046 3.20686 -1.40827
H -0.05446 3.70736 -2.21207
C -1.82666 3.66616 -1.00437
H -2.27486 4.52516 -1.48737
C -2.49536 3.01146 0.02183
H -3.47006 3.35996 0.34123
C -1.91006 1.91816 0.64433
H -2.43046 1.43736 1.46353
C -0.51896 -1.58524 0.29063
C -1.62746 -1.54904 -0.55877
H -2.07796 -0.59604 -0.80697
C -2.16226 -2.70964 -1.10427
H -3.02146 -2.64864 -1.76117
C -1.59336 -3.94234 -0.82057
H -2.00746 -4.84764 -1.24577
C -0.48816 -4.00314 0.01923
H -0.03236 -4.95954 0.24573
C 0.03204 -2.84094 0.56773
H 0.88454 -2.91394 1.23233
H 1.57784 0.06136 0.68903
Si 2.59914 0.39906 -4.93077
C 1.79604 -1.26844 -5.14487
C 0.77694 -1.42194 -6.08897
H 0.42054 -0.56364 -6.64477
C 0.19814 -2.66204 -6.31497
H -0.59366 -2.76244 -7.04577
C 0.62974 -3.76994 -5.60017
H 0.17714 -4.73764 -5.77377
C 1.64134 -3.63404 -4.65937
H 1.97714 -4.49484 -4.09637
C 2.22024 -2.39424 -4.43547
H 2.99844 -2.29874 -3.68937
C 1.40224 1.77316 -5.29057
C 0.14134 1.79926 -4.68827
H -0.14226 1.01516 -3.99677
C -0.75566 2.81786 -4.96587
H -1.72756 2.82676 -4.49007
C -0.40706 3.82746 -5.85407
H -1.10806 4.62276 -6.07147
C 0.83944 3.81526 -6.46207
H 1.11324 4.60066 -7.15397
C 1.73734 2.79516 -6.18067
H 2.70964 2.79776 -6.65837
H 3.79224 0.56746 -5.79217
Cl 3.29794 0.53726 -2.96507
C -1.35366 3.30866 3.74763
C -0.28076 2.73156 4.58653
N 0.14434 1.43806 4.57923
C 1.16174 1.27696 5.44543
C 1.55494 2.38406 6.18483
S 0.58054 3.65746 5.70283
C 1.75504 -0.00634 5.42473
C 2.84844 -0.43734 6.15963
S 3.16114 -2.00784 5.68493
C 1.89054 -2.05494 4.57853
N 1.20834 -0.86984 4.54113
C 1.57734 -3.29994 3.83863
H -2.15126 3.73086 4.39323
H -0.93386 4.10796 3.10273
H -1.78066 2.53116 3.12383
H 2.35974 2.42916 6.90553
H 3.40394 0.13216 6.89233
H 2.42814 -3.57594 3.18223
H 1.39154 -4.12074 4.56273
H 0.67604 -3.17484 3.25593

Computed, not measured: a structure of composition C4H11AlBrClOs at a distorted geometry, with ωB97M-V/def2-TZVPD.

Calculated values
spin multiplicity	5
⟨S²⟩	6.02
ΔE to the lowest compared entry with this formula, charge and spin	0.0	kJ/mol
net charge	0

CARTESIAN COORDINATES (ANGSTROEM)
Al 0.00359 -0.01727 0.06647
Cl -0.25591 1.68114 -1.17762
C -1.84674 -0.20418 0.70479
H -1.83883 -0.68181 1.69333
H -2.46640 -0.82775 0.03648
H -2.34772 0.77316 0.80817
Os 0.47944 0.29160 -2.74187
C 2.39266 0.80206 -3.24500
C -0.73648 0.10518 -4.36085
C 0.33591 -1.19004 -1.40765
H -1.13091 -0.93023 -4.39326
H -1.58890 0.81682 -4.33496
H -0.13461 0.29366 -5.27538
H 3.07361 0.00050 -2.89550
H 2.45462 0.87645 -4.35024
H 2.70780 1.76680 -2.79538
H -0.44333 -1.95278 -1.52876
H 1.35242 -1.60111 -1.31903
Br 1.71268 0.16040 1.61597

Computed, not measured: the molecule C7H13NO2 at a distorted geometry, with ωB97M-V/def2-TZVPD.

Calculated values
SMILES	C=C[C@@H](C(=O)[O-])[N+](C)(C)C
ΔE to the lowest compared entry with this formula, charge and spin	287.7	kJ/mol
net charge	0

CARTESIAN COORDINATES (ANGSTROEM)
C -1.36787 -1.72529 -2.33831
C -0.72511 -1.57707 -1.19746
C -1.21748 -0.52009 -0.07361
C -2.41416 -1.12446 0.93650
O -2.23852 -0.82819 2.11546
O -3.27728 -1.69417 0.31798
N -0.04525 0.11995 0.59835
C 0.98940 0.48588 -0.38550
C -0.50979 1.34553 1.27003
C 0.52761 -0.78843 1.60571
H -1.10059 -2.50611 -3.03083
H -2.19178 -1.09108 -2.61684
H 0.04440 -2.26635 -0.88395
H -1.74747 0.26398 -0.62036
H 1.39749 -0.40782 -0.85293
H 0.55718 1.11198 -1.16519
H 1.79737 1.02926 0.10607
H -1.30755 1.07218 1.96438
H 0.31278 1.81211 1.81030
H -0.89582 2.04782 0.53332
H -0.26582 -1.02981 2.31732
H 0.87350 -1.70480 1.13320
H 1.35739 -0.30671 2.12000

Computed, not measured: a cluster of 2 separate species, C9H22N2O in total at a distorted geometry, with ωB97M-V/def2-TZVPD.

Calculated values
SMILES	CC(C)(N)CN.C=C(C)CCO
ΔE to the lowest compared entry with this formula, charge and spin	0.0	kJ/mol
net charge	0

CARTESIAN COORDINATES (ANGSTROEM)
C -4.39562 -1.55300 -0.00658
C -3.43879 -0.33362 -0.08961
C -2.07180 -0.72370 -0.65459
N -3.99023 0.66752 -0.94956
C -3.26337 0.38353 1.28830
N -2.45216 1.60079 1.17485
H -5.11090 -1.38028 0.80053
H -5.00617 -1.79248 -0.88970
H -3.79300 -2.44500 0.24051
H -1.58525 -1.44604 0.01322
H -2.16373 -1.17513 -1.66890
H -1.45574 0.16890 -0.75395
H -4.95512 0.87749 -0.71994
H -3.98684 0.32081 -1.90902
H -2.80541 -0.35783 1.97724
H -4.28708 0.57361 1.69346
H -2.90534 2.21742 0.49959
H -2.45412 2.09113 2.07269
C 2.83710 2.00349 -0.38540
C 3.19837 0.73665 -0.47381
C 2.26503 -0.42372 -0.48357
C 4.68278 0.39110 -0.52146
C 5.15268 -0.36671 0.70722
O 4.52642 -1.62154 0.85889
H 1.78231 2.26925 -0.29905
H 3.56990 2.80832 -0.40696
H 2.56512 -1.17907 -1.22361
H 1.24360 -0.07454 -0.68077
H 2.26868 -0.93476 0.47577
H 4.88280 -0.19484 -1.42801
H 5.25488 1.32136 -0.60767
H 4.93123 0.19684 1.62622
H 6.25844 -0.50742 0.68220
H 4.70133 -2.11854 0.04146